Entry 1:
{
  "formula": "C36H53N3O39",
  "method": "the ωB97M-V functional and the def2-TZVPD basis",
  "homo_ev": -10.386,
  "species": ["C", "H", "H", "H", "O", "H", "O", "H", "O", "C", "O", "H", "H", "C", "H", "O", "C", "O", "C", "H", "O", "H", "C", "C", "O", "O", "H", "C", "H", "H", "O", "O", "C", "C", "C", "O", "C", "O", "H", "C", "C", "N", "O", "H", "H", "H", "N", "H", "O", "C", "H", "O", "O", "C", "H", "C", "H", "H", "H", "H", "O", "H", "O", "O", "H", "O", "C", "O", "H", "H", "H", "H", "H", "H", "H", "C", "H", "C", "H", "O", "C", "H", "C", "H", "C", "C", "H", "H", "H", "O", "O", "H", "O", "C", "O", "O", "C", "H", "H", "C", "C", "O", "H", "C", "C", "C", "O", "O", "O", "C", "C", "C", "H", "O", "C", "H", "H", "N", "O", "H", "O", "C", "H", "O", "O", "O", "H", "H", "H", "H", "O"],
  "coordinates": [[-0.6574, 1.1224, -0.6851], [-1.6055, -3.1528, -2.4039], [-2.8597, 4.0214, 2.6865], [-0.1131, 5.3458, 1.1785], [-2.1629, -4.3246, 2.1659], [7.4097, 2.6140, 3.7741], [1.8696, -4.9727, 2.1029], [2.7945, -0.4372, 4.6694], [-1.7287, -0.8296, -3.6632], [-2.3905, 4.3002, -0.9425], [-0.0028, 1.3571, 0.4926], [-2.3902, 0.4198, 7.1627], [3.0480, -6.2501, 1.1486], [1.9843, -6.0324, 1.1976], [-1.3498, 2.9166, -3.1982], [6.3798, 1.3775, 2.5083], [4.7069, 1.4727, -2.1040], [2.1937, -2.5723, -2.3854], [-2.2875, -3.1633, 2.9533], [-2.0241, 4.3199, -4.1193], [1.1516, -2.8926, 2.1889], [-3.0519, -3.2057, 3.7161], [-0.6828, 0.0846, -4.0428], [-1.5313, 1.7275, 4.6897], [3.8443, 3.6136, 1.8237], [-2.3535, -2.8295, 0.5834], [0.0348, 3.5871, 1.3509], [-2.0678, 3.7638, -3.1791], [0.1042, -0.2779, 1.7998], [1.4854, 0.0689, 3.6342], [-2.2860, 0.0268, -5.6469], [-0.4161, -3.4856, -4.4909], [6.8128, 3.5328, 1.8021], [-2.8355, 0.9598, 6.3809], [2.3717, -3.1693, -5.7594], [2.2875, -4.3538, -3.7888], [-1.9497, -4.0230, -2.9348], [-2.1539, -4.9888, -0.0159], [1.6685, 0.2840, 1.1252], [-2.4082, -2.0979, 1.8524], [-0.8542, 0.2110, -5.4997], [-0.7697, -4.4066, -3.7428], [-5.8355, -0.9368, 0.2343], [-1.3709, -3.0186, 3.5013], [-2.6583, -3.6972, -3.6838], [-3.5277, 3.0508, 6.0091], [1.0402, -1.3485, 5.0587], [-4.2468, 3.9915, -3.1343], [-4.0216, 1.1138, 2.2000], [6.5053, 1.3631, 1.1601], [1.5840, -2.9015, -6.4174], [-0.9483, 1.7013, 3.5971], [-3.4464, 3.5375, -1.2886], [-2.6145, -0.8661, -4.6451], [-2.4161, 2.7161, 7.4407], [-2.7398, 2.4892, 6.4335], [2.2617, -5.2259, -0.9180], [-4.3357, 4.1602, 1.5584], [5.4874, 0.8556, -2.5095], [-3.5056, 2.0991, 0.5155], [-5.7287, 0.4815, -1.5128], [1.4096, -6.8786, 1.5184], [-1.5543, 2.7163, 5.5062], [-2.2449, 0.6784, 5.0932], [-0.1068, -1.8225, 0.0554], [-1.3488, 1.9428, -1.1868], [0.6420, 0.0468, 0.9117], [2.4024, 3.5533, 0.1280], [-2.2236, 2.0507, 1.5553], [0.2982, -0.3455, -3.7402], [-0.4309, -0.5762, -6.0892], [5.2018, 2.3082, -1.6636], [-0.6447, 1.2109, -5.8383], [-3.5135, -0.6152, -1.5615], [-1.6438, -1.3617, 1.9354], [1.1653, 4.2738, -0.3148], [0.6596, 3.7091, -1.1029], [3.8017, 0.7758, -1.0798], [4.0430, -0.2593, -0.9005], [-2.2861, 4.6015, 0.1957], [6.5967, 2.6519, 3.1046], [-4.0885, -2.1200, -0.8470], [1.4465, -5.3910, -0.1927], [1.4674, -5.2114, -5.5212], [-2.2813, -4.1268, 0.8363], [0.5783, 4.4750, 1.0838], [5.9897, 4.2745, 1.7567], [-2.2453, -4.8484, -2.2184], [1.5180, 5.2251, -0.7988], [6.4687, 0.3375, 0.4732], [1.6161, -2.1074, 5.8359], [1.2773, -1.2938, -0.8075], [-0.2006, -5.4690, -3.6505], [-3.2733, 2.1776, 1.5492], [-3.6182, -1.5423, -4.6410], [6.6784, 2.6436, 0.7179], [-3.4668, 3.3826, -2.7228], [3.8725, 1.3301, -0.1436], [7.7917, 3.9588, 1.7568], [1.7471, -0.1297, 4.6312], [-4.3526, -1.3122, -1.5098], [3.7343, 1.9314, -3.0586], [-4.4688, -1.5436, -2.5631], [-3.6835, 3.5102, 2.1713], [0.4326, -0.9064, -0.2244], [1.3240, -3.8854, 1.5482], [-4.6246, 2.9384, 3.2112], [1.0090, -4.0538, 0.2241], [1.7857, 4.6299, 1.9246], [2.2805, -4.6254, -5.2260], [2.4838, 1.6253, -2.6850], [-4.8120, 1.6276, 3.1234], [1.4228, 0.6519, 5.2998], [2.4729, 0.9487, -1.5285], [2.7501, 3.9486, 1.3489], [3.4202, -3.0323, -6.1801], [-3.6630, 2.3136, -2.9284], [-5.4156, -0.5440, -0.8772], [2.1051, -2.3356, -4.6542], [3.2598, -5.2622, -5.4032], [-5.4400, 1.0003, 3.9408], [2.1719, -3.0384, -3.4999], [5.6528, 2.9265, 3.6017], [-0.4680, -0.1261, -1.1041], [-1.6693, 4.6621, -2.0162], [-0.1373, -1.4511, 4.7524], [-3.3089, -1.4847, 1.9042], [-3.7874, 0.4709, 6.2800], [0.6493, -5.9091, -0.7097], [-0.8254, 0.9698, -3.4532], [1.5033, 1.9031, -3.3170]]
}

Entry 2:
{
  "formula": "C36H54F6O27P",
  "method": "the ωB97M-V functional and the def2-TZVPD basis",
  "de_lowest_kcal_mol": 0.0,
  "homo_ev": -9.247,
  "total_charge": -1,
  "species": ["O", "C", "H", "H", "H", "F", "O", "H", "C", "H", "O", "C", "F", "C", "H", "O", "H", "C", "O", "C", "H", "O", "F", "H", "H", "F", "H", "O", "O", "C", "C", "C", "H", "O", "O", "H", "O", "H", "H", "H", "H", "H", "C", "H", "H", "O", "H", "F", "C", "O", "O", "H", "C", "O", "H", "H", "H", "C", "C", "C", "O", "O", "H", "C", "P", "H", "O", "C", "O", "C", "C", "H", "C", "H", "H", "C", "H", "C", "H", "C", "H", "H", "C", "H", "H", "H", "H", "H", "H", "C", "O", "H", "H", "F", "H", "H", "C", "O", "O", "H", "H", "C", "C", "C", "C", "C", "O", "O", "H", "H", "H", "H", "H", "C", "C", "O", "O", "H", "H", "C", "H", "C", "C", "O"],
  "coordinates": [[4.7447, 3.4704, 4.2396], [-1.6153, 3.4120, -1.0941], [-0.9539, 2.1622, -7.0247], [-0.8950, 1.2578, 2.6072], [0.2321, 1.1519, -3.5101], [1.1570, 0.3103, 0.0497], [-1.4601, 4.6993, 0.8947], [0.7237, 3.1076, -0.4954], [0.0617, -6.0700, -3.1389], [0.8374, 1.2671, -5.1243], [-3.0309, -2.7734, 4.1096], [-2.4978, -1.9727, 3.0500], [-1.0816, 0.2768, 0.4812], [-0.3464, 5.2522, 1.4029], [2.7519, -3.3287, 1.6729], [-0.3596, 1.0985, 5.7243], [3.3715, 1.8068, -3.3203], [-0.0013, 3.2924, 4.9228], [0.3266, -1.0340, 5.9052], [-5.5705, 0.5481, -1.8035], [3.2145, 2.2601, 0.4182], [3.3043, 5.1921, 4.1608], [-1.1611, -1.9485, -0.1420], [-3.9139, -1.8314, -3.7734], [3.0409, -1.4087, -1.6363], [1.0394, -1.8569, -0.7074], [-1.0808, -5.8634, -0.4477], [-0.4982, -4.8398, -3.2170], [-0.0054, -0.0952, 3.8979], [-1.1658, 3.4130, 0.3320], [-3.5448, -2.2947, 1.9234], [-0.7293, -4.3256, -1.9136], [-0.4860, 3.7979, 5.7636], [-5.7348, 1.8256, -2.4292], [2.4130, -2.4297, -3.3268], [4.3521, -0.2948, -4.0572], [3.3058, 3.6351, 2.5373], [-6.4739, 0.3061, -1.2435], [-1.5215, -2.3135, 2.7226], [4.2340, 0.9992, -2.0020], [0.4341, -4.2036, 0.6985], [-3.9489, -1.7892, -2.0328], [0.8465, -4.9305, -0.0015], [-2.5611, 1.7166, -6.4862], [1.0370, 3.1459, 5.2102], [-5.8107, 2.5920, -4.5450], [3.0870, -1.0885, 1.0524], [0.3330, -1.3049, 1.3966], [5.0809, 2.4299, 3.3290], [-4.5842, -3.0457, 2.5824], [2.3031, -0.4473, -4.3392], [-0.0673, 4.0151, 4.1044], [3.8201, 2.2916, 2.4589], [-1.3852, 3.4307, -4.7958], [1.7612, -2.3807, 4.3571], [2.2428, -0.6933, 2.6181], [0.8453, 1.5777, 3.1371], [0.3628, 3.2707, 0.5218], [1.7872, -1.7033, -4.2708], [-0.2689, 4.0106, -4.3150], [4.1469, -3.0169, 3.1893], [-4.8491, -3.9786, 4.6025], [1.2161, -5.7685, 0.5993], [3.3655, 0.9375, -2.6612], [0.0001, -0.8098, -0.0990], [-3.1944, -0.4910, -2.9903], [0.7114, 3.1098, -4.1061], [4.9949, -1.9673, 3.1567], [-0.2823, 6.2863, 1.9693], [-0.1578, 1.2523, 3.4015], [-5.3799, -0.4375, -2.9976], [-1.7909, -4.1530, -1.6991], [3.7331, 4.1974, 3.6989], [-4.7312, -0.4993, 1.9108], [-0.3087, -3.3356, -1.7959], [-4.2520, -1.1721, 1.2010], [-3.1277, -2.9813, 1.1865], [-4.0536, -1.1593, -2.9164], [-5.0041, -1.6460, 0.5603], [-0.2188, -5.4201, -0.9466], [-2.6851, 3.6064, -1.1818], [-1.6094, 2.6275, 0.9430], [0.0161, -0.0984, 5.2514], [5.2830, 1.4952, 3.8523], [-1.1061, 4.1819, -1.6790], [2.4705, 0.9807, -2.0364], [-3.5911, -0.6753, 0.4953], [3.1808, 1.5210, 2.8928], [1.8767, -4.0658, 3.7946], [-0.7275, 1.9908, 4.6321], [-5.4448, 0.4155, -4.1413], [-1.8936, 1.5732, -4.1975], [4.3670, 0.9805, 0.7910], [-0.4253, -0.2955, -1.5613], [-1.8092, 2.1034, 4.6593], [-1.3895, 2.4465, -1.5608], [0.2348, 1.7967, -4.3896], [0.2608, -6.4318, -1.8567], [0.3205, -6.7390, -4.0805], [0.4921, 2.4027, 1.1545], [5.9808, 2.6578, 2.7549], [4.1053, 2.0147, 1.0056], [2.9069, -2.6850, 2.5455], [3.0750, -1.1990, 2.1310], [-1.1960, 2.0163, -4.9067], [3.3729, -1.6193, -2.6521], [6.1248, -1.9996, 3.5162], [0.8907, -2.0824, -4.9407], [0.8055, -2.9380, 2.9807], [-2.4664, -0.9001, 3.2369], [-6.1834, -1.1752, -2.9812], [4.3518, -2.0922, -2.5991], [-4.7176, 0.5275, -1.1285], [-1.4973, 1.5448, -6.3062], [3.4230, -0.3323, -3.4802], [0.7423, 4.4699, 1.1585], [4.4095, -0.9050, 2.5649], [4.8697, 2.6573, 0.5633], [-1.3082, 0.4865, -6.4734], [-4.2219, -3.3186, 3.8399], [1.6875, -4.4984, -0.5409], [-5.6825, 1.7079, -3.7764], [1.7678, -3.0287, 3.4788], [-0.1754, 5.1730, -4.1250]]
}

Entry 3:
{
  "formula": "C36H54N18",
  "method": "the ωB97M-V functional and the def2-TZVPD basis",
  "de_lowest_kcal_mol": 44.3,
  "homo_ev": -10.983,
  "species": ["C", "N", "H", "H", "H", "C", "C", "C", "N", "H", "H", "C", "H", "C", "C", "N", "H", "N", "H", "H", "C", "H", "C", "C", "C", "C", "C", "C", "N", "C", "H", "H", "H", "C", "N", "H", "C", "H", "H", "H", "H", "N", "H", "C", "H", "H", "C", "H", "N", "H", "C", "N", "C", "H", "H", "N", "H", "C", "N", "H", "H", "H", "H", "H", "H", "H", "C", "N", "C", "C", "H", "C", "H", "H", "N", "C", "C", "H", "H", "N", "C", "H", "H", "H", "H", "N", "H", "H", "H", "C", "H", "C", "C", "H", "N", "C", "H", "N", "H", "H", "C", "H", "H", "H", "H", "N", "C", "C"],
  "coordinates": [[17.5956, 11.7531, 13.3160], [14.3386, 16.9725, 13.4117], [9.4909, 9.5274, 10.3273], [8.9787, 12.7934, 8.8072], [18.8224, 15.5187, 7.0014], [8.6071, 9.5811, 12.2640], [8.3851, 18.1207, 10.4353], [9.5082, 14.4912, 16.3028], [8.6276, 14.6419, 10.6049], [7.3334, 14.5655, 15.9871], [10.1817, 17.6448, 11.4265], [18.2979, 16.4623, 7.1514], [9.2705, 13.6919, 13.5046], [15.6526, 9.2763, 15.6937], [8.4579, 14.1487, 11.6097], [22.0001, 14.8586, 13.0797], [8.5767, 10.8672, 10.5614], [14.3779, 15.4917, 5.6369], [8.2185, 15.6199, 14.8984], [17.0526, 15.4318, 13.3369], [14.0551, 15.7611, 6.7569], [7.9507, 15.9451, 16.5867], [18.0717, 11.6427, 11.9440], [21.0520, 14.7273, 12.4756], [13.6727, 16.1083, 8.1349], [12.1894, 14.5904, 11.7114], [8.2406, 15.1613, 15.8870], [14.4943, 11.0269, 10.4458], [15.8046, 6.9534, 14.4692], [11.5550, 17.0762, 14.9777], [17.7787, 12.6757, 13.8668], [18.9715, 17.3192, 7.1544], [15.2910, 9.1584, 16.7151], [11.9086, 20.1680, 11.5167], [19.0172, 18.9249, 10.4423], [12.6721, 16.5076, 7.9692], [11.9714, 19.2209, 10.3885], [12.0867, 16.4261, 16.9106], [12.7498, 20.8602, 11.4808], [13.6935, 15.2601, 8.8191], [14.9375, 9.8509, 15.1050], [7.8465, 18.4381, 9.4297], [12.9552, 17.8944, 16.3617], [12.5501, 16.9281, 16.0613], [8.7774, 16.7616, 12.1928], [14.8199, 10.2335, 9.7730], [9.2728, 10.2422, 11.1207], [12.7202, 7.4237, 13.3879], [10.4671, 13.9762, 16.6401], [10.4056, 13.2750, 7.9547], [12.4341, 8.4659, 13.2460], [11.4110, 11.8518, 13.7600], [13.5338, 14.1023, 12.0818], [19.2453, 15.4879, 11.8906], [8.9324, 18.5373, 12.2373], [14.5496, 13.7590, 12.4515], [8.0806, 12.5211, 12.7948], [12.2947, 8.6048, 11.8436], [12.1115, 8.7019, 10.7088], [15.9168, 19.3200, 10.9945], [11.8808, 15.4821, 12.2570], [11.4197, 13.8204, 11.7643], [9.8362, 11.5988, 7.9195], [19.1286, 13.7567, 11.8517], [20.0928, 14.5423, 10.6449], [16.5358, 9.9055, 15.8040], [16.6163, 16.0128, 14.1494], [12.0324, 18.4152, 9.5760], [13.2267, 11.5931, 9.9387], [19.8228, 14.5832, 11.7002], [14.2803, 16.9198, 8.5353], [15.7273, 7.9770, 15.0164], [14.2305, 12.0404, 15.2844], [7.5278, 14.1315, 13.4125], [12.1977, 12.0049, 9.5604], [8.7374, 13.2109, 6.7468], [16.6654, 18.7119, 11.5023], [12.2021, 14.8747, 10.6592], [10.1788, 10.8164, 11.3148], [18.3780, 11.5344, 10.8490], [17.6576, 16.4161, 8.4578], [12.0301, 19.6685, 12.4778], [16.5078, 11.6949, 13.3537], [17.9500, 10.9792, 13.9968], [15.2691, 11.7922, 10.3990], [10.7169, 17.2089, 14.1688], [11.4566, 8.5425, 13.7221], [17.5122, 16.6285, 6.4144], [17.2122, 16.8826, 14.4258], [12.1677, 11.9746, 14.6048], [16.7962, 19.1176, 12.5055], [8.3393, 13.5682, 12.9517], [9.5222, 12.6416, 7.8747], [13.1486, 13.1791, 15.9450], [8.0141, 9.1383, 13.1932], [9.1136, 17.6412, 11.6438], [11.0193, 20.7787, 11.3606], [17.1002, 16.3681, 9.4528], [16.4363, 17.6484, 11.5690], [14.2914, 10.6424, 11.4453], [15.3413, 16.5305, 13.7368], [13.0831, 9.2439, 13.6480], [13.2926, 16.2225, 15.6885], [13.1128, 11.4548, 16.4931], [16.4160, 15.3217, 14.9682], [8.1574, 13.6060, 5.8471], [17.9874, 18.8201, 10.9573], [13.2060, 12.1328, 15.6447]]
}